# 1
This record from the OMol25 dataset describes a molecular structure, C44H48N8O3SSiTi. The level of theory is ωB97M-V with the def2-TZVPD basis set.

XYZ file:
```
106
Properties=species:S:1:pos:R:3:forces:R:3
Ti 0.211872 0.108031 0.331752 0.65 -0.65 -0.25
N -0.363428 1.764239 8.371506 -0.02 -0.02 0.10
C -0.032095 2.023207 7.052432 0.00 0.03 -0.03
C 1.080076 1.416003 6.465552 0.01 0.01 -0.03
C 1.378990 1.642565 5.136008 0.00 -0.03 -0.01
C 0.568120 2.467280 4.364181 0.07 -0.07 0.23
C -0.525057 3.095264 4.946202 -0.08 0.02 0.00
C -0.825351 2.870781 6.274723 0.02 0.00 -0.01
S 0.972235 2.737210 2.680145 -0.25 -0.32 -0.21
O 2.332940 2.321923 2.502635 0.11 0.03 0.02
O 0.552264 4.060389 2.324808 0.09 0.05 -0.02
N 0.081321 1.646099 1.811434 -0.05 0.19 -0.10
C -1.203954 1.961914 1.451818 -0.12 0.26 0.25
N -1.540201 1.341183 0.306082 -0.36 -0.16 -0.17
C -2.789989 1.427273 -0.137336 0.04 0.11 -0.02
C -3.720711 2.200956 0.528233 0.28 0.00 0.10
C -3.265867 2.838056 1.681051 -0.21 -0.03 -0.15
N -2.036792 2.718172 2.163405 -0.04 0.05 0.01
H 0.382529 1.430842 8.959025 0.01 -0.01 -0.02
H -0.938293 2.453312 8.826822 -0.02 0.01 -0.02
H 1.721452 0.777012 7.060079 0.00 -0.01 0.02
H 2.266148 1.202628 4.701364 0.01 0.00 -0.04
H -1.139384 3.756941 4.355034 0.01 0.01 -0.07
H -1.681815 3.362253 6.719313 -0.01 0.00 0.03
H -3.024175 0.880992 -1.043343 0.02 0.00 0.02
H -4.732898 2.306402 0.173321 -0.03 0.01 0.01
H -3.947386 3.463495 2.248685 0.06 0.02 0.05
C -1.541409 3.407674 -4.543322 -0.03 -0.01 -0.02
C -1.838703 2.177914 -3.972156 0.05 0.04 0.03
C -0.934733 1.592029 -3.098092 -0.08 -0.14 0.04
C 0.281889 2.195920 -2.770512 -0.07 0.03 -0.14
C 0.562401 3.423307 -3.373571 0.09 0.01 0.08
C -0.336488 4.025147 -4.243288 -0.02 0.04 -0.02
Si 1.477619 1.227659 -1.667410 -0.23 -0.10 0.24
C 2.775074 2.399239 -0.972651 0.19 -0.02 0.01
C 4.086993 1.970395 -0.739677 0.02 -0.05 -0.05
C 5.009127 2.772032 -0.084144 0.02 0.01 0.02
C 4.638123 4.031985 0.360837 0.00 0.04 0.02
C 3.342427 4.477119 0.149703 0.02 0.02 0.00
C 2.426544 3.667985 -0.504524 -0.06 0.01 0.01
C 2.310682 0.029931 -2.876269 0.14 0.01 -0.12
C 3.419671 0.399634 -3.643294 0.01 0.05 0.04
C 3.965500 -0.452851 -4.591969 0.01 0.00 -0.01
C 3.406556 -1.704121 -4.805921 -0.01 -0.05 -0.01
C 2.298706 -2.092011 -4.066856 0.02 0.02 0.00
C 1.766069 -1.232798 -3.115447 -0.09 -0.07 0.02
H -2.240205 3.878574 -5.223209 0.00 0.00 0.00
H -2.768496 1.674990 -4.208667 -0.02 0.01 -0.02
H -1.176980 0.620740 -2.668406 0.02 0.04 0.00
H 1.501907 3.922906 -3.165711 0.02 -0.01 0.02
H -0.090989 4.979229 -4.692975 0.00 0.01 0.00
H 4.407972 0.994447 -1.092293 -0.02 0.00 -0.01
H 6.018817 2.414148 0.078063 0.00 0.00 0.00
H 5.351146 4.660354 0.879453 0.01 -0.01 0.00
H 3.035140 5.448795 0.514067 -0.01 0.00 0.01
H 1.410520 4.027758 -0.622563 -0.03 0.00 -0.03
H 3.868424 1.376517 -3.499975 -0.01 0.01 0.00
H 4.825971 -0.137031 -5.168282 0.01 0.00 -0.01
H 3.830489 -2.371878 -5.545107 0.00 0.00 -0.01
H 1.848970 -3.064133 -4.226948 0.01 -0.02 -0.02
H 0.899478 -1.558119 -2.546663 0.00 0.04 0.01
C 2.791835 -1.767239 0.123030 -0.15 0.06 -0.05
N 3.815115 -2.665580 0.622003 0.03 -0.02 -0.04
C 4.587222 -1.971956 1.653784 0.03 0.03 0.01
N 3.739525 -1.543568 2.769255 0.03 -0.03 0.02
C 2.723297 -0.646868 2.251218 -0.15 0.03 -0.08
N 1.877657 -1.305211 1.210845 -0.11 0.21 -0.15
C 1.274504 -2.524727 1.824882 -0.13 0.13 -0.06
N 2.281533 -3.434161 2.334012 -0.01 -0.04 0.02
C 3.160556 -3.822995 1.228780 0.03 -0.05 -0.01
C 3.085901 -2.724978 3.331397 0.01 0.02 0.04
H 2.188345 -2.272391 -0.633864 0.05 0.02 0.02
H 3.247519 -0.886419 -0.329602 0.05 -0.03 0.00
H 5.063064 -1.093327 1.214286 0.01 -0.01 0.00
H 5.360408 -2.643909 2.030655 0.00 0.01 0.00
H 3.181180 0.235919 1.807334 0.04 0.02 0.04
H 2.059530 -0.326983 3.056889 0.06 0.00 0.01
H 0.665201 -3.020993 1.065906 0.02 -0.02 0.05
H 0.626771 -2.203764 2.644447 0.03 -0.06 0.01
H 2.570793 -4.339224 0.468424 0.01 0.00 0.01
H 3.922641 -4.505940 1.608593 -0.01 0.00 -0.01
H 3.848163 -3.404595 3.716752 -0.01 0.01 0.01
H 2.438144 -2.415001 4.154757 0.01 -0.01 0.00
C -4.968340 -5.444711 2.531969 -0.05 -0.06 0.04
C -4.062315 -4.602764 1.681942 0.01 0.00 -0.05
C -3.820296 -4.915990 0.347265 0.05 0.04 -0.02
C -2.978659 -4.162068 -0.444912 -0.02 0.03 0.09
C -2.766477 -4.593022 -1.869555 0.03 -0.02 -0.07
C -2.316488 -3.009461 0.093345 -0.13 -0.21 -0.26
C -1.443423 -2.330063 -0.791425 0.19 0.16 0.08
O -0.615251 -1.357291 -0.455273 0.10 0.43 0.30
C -2.588678 -2.667125 1.450864 -0.08 -0.04 0.10
C -2.101586 -1.426006 2.155503 0.20 0.15 -0.10
C -3.434457 -3.475730 2.194367 0.03 0.03 0.05
H -5.359978 -6.290880 1.968490 0.00 0.00 -0.01
H -5.820707 -4.870319 2.900747 0.01 0.03 0.00
H -4.442945 -5.840167 3.403629 0.01 0.01 0.00
H -4.298086 -5.787430 -0.086402 -0.01 -0.02 0.00
H -3.349980 -5.487914 -2.078192 0.00 -0.01 -0.01
H -1.718518 -4.822362 -2.076750 0.01 0.00 0.02
H -3.070094 -3.824361 -2.583972 -0.02 0.03 0.01
H -1.358597 -2.623652 -1.830707 -0.11 -0.10 0.04
H -1.115958 -1.102759 1.822653 -0.06 -0.11 0.13
H -2.024863 -1.596204 3.229661 -0.07 -0.02 0.00
H -2.782161 -0.583998 2.002533 -0.02 -0.01 -0.03
H -3.618688 -3.200172 3.228067 -0.01 0.00 0.02
```
Forces are in eV/Å.

Properties
⟨S²⟩: 2.04
Strongest force on any atom in eV Å⁻¹: 0.96
Spin multiplicity: 3
Relative energy (zero: lowest compared OMol25 entry of this formula, charge and spin) in kcal/mol: 7.1
DFT total energy in a.u.: -3906.4635

---

# 2
This record from the OMol25 dataset describes a molecular structure, C44H49AsN5O2P2PbS2Te. The level of theory is ωB97M-V with the def2-TZVPD basis set.

XYZ file:
```
107
Properties=species:S:1:pos:R:3:forces:R:3
Pb 0.189091 0.420721 0.071134 0.22 0.05 0.05
Te -1.824538 -5.236120 1.770710 0.06 -0.21 -0.09
C -1.524110 -5.514652 3.827616 0.03 0.02 0.03
C -2.562964 -5.622839 4.734052 0.03 -0.09 -0.02
C -2.235599 -5.974755 6.038094 0.06 -0.07 0.13
N -0.992333 -6.201647 6.456661 -0.07 0.01 -0.24
C -0.014741 -6.124460 5.557350 -0.04 -0.04 0.11
C -0.222020 -5.796664 4.223450 -0.13 -0.03 0.16
C -0.578695 -3.636454 1.523367 -0.13 0.40 -0.37
P -0.670994 -1.955579 2.368418 0.13 -0.27 0.12
C -1.010519 -2.275078 4.117259 0.01 0.04 0.02
C -2.288048 -2.386361 4.665543 0.01 0.07 0.00
C -2.442295 -2.546244 6.033125 0.03 0.03 -0.01
C -1.327650 -2.633043 6.857733 0.00 0.00 -0.02
C -0.051529 -2.546843 6.317273 -0.02 0.03 -0.04
C 0.104305 -2.347463 4.954208 0.00 0.04 0.05
C -2.256367 -1.315617 1.700479 0.02 -0.02 -0.07
C -2.778583 -1.668516 0.455153 -0.04 -0.03 -0.04
C -3.925057 -1.051916 -0.031183 0.02 0.04 0.03
C -4.561561 -0.072457 0.717592 0.02 -0.01 -0.01
C -4.033083 0.306606 1.943744 0.01 -0.03 -0.02
C -2.882802 -0.298780 2.427884 0.02 0.04 0.01
P 0.322653 -3.459171 0.053153 0.12 -0.22 0.52
C 0.399421 -5.004058 -0.834576 -0.10 0.03 -0.08
C 1.557724 -5.782279 -0.890976 0.01 -0.03 0.01
C 1.513164 -7.017261 -1.515557 -0.02 0.00 -0.01
C 0.331376 -7.469149 -2.096241 0.02 0.01 0.01
C -0.813596 -6.685797 -2.066421 0.02 0.02 0.01
C -0.779622 -5.447005 -1.443487 0.01 0.00 -0.07
C 1.993539 -2.938163 0.519672 -0.02 0.13 -0.16
C 2.619928 -3.389596 1.684933 -0.05 -0.01 -0.02
C 3.946417 -3.067362 1.922235 0.04 0.05 -0.03
C 4.655736 -2.298245 1.004019 -0.01 -0.03 0.06
C 4.034737 -1.839242 -0.147806 -0.07 0.01 -0.01
C 2.704618 -2.156602 -0.392146 0.00 0.05 0.00
H -3.595108 -5.453174 4.458648 0.00 0.04 0.01
H -3.017775 -6.073829 6.781769 0.00 0.00 0.01
H 0.984289 -6.349172 5.913146 0.01 0.01 0.01
H 0.603420 -5.806239 3.524950 0.02 0.04 0.00
H -3.166117 -2.333877 4.033622 0.02 -0.01 0.00
H -3.435964 -2.607087 6.457590 0.00 -0.02 0.00
H -1.453148 -2.765200 7.924253 0.00 -0.01 0.00
H 0.815915 -2.614684 6.959975 0.00 0.00 0.00
H 1.102423 -2.243811 4.539180 -0.01 -0.02 -0.01
H -2.310066 -2.439556 -0.146307 -0.04 0.03 0.04
H -4.326864 -1.347335 -0.991494 -0.01 -0.01 0.01
H -5.466181 0.391363 0.348016 0.01 0.00 0.00
H -4.519713 1.073188 2.532061 0.01 0.01 0.00
H -2.479502 0.019684 3.381972 -0.02 -0.02 0.00
H 2.480316 -5.436188 -0.442839 -0.01 0.01 0.02
H 2.401447 -7.633495 -1.548762 0.00 0.00 0.00
H 0.309585 -8.434006 -2.584882 0.00 0.00 0.00
H -1.723260 -7.030690 -2.538664 0.00 0.00 0.00
H -1.661666 -4.814649 -1.459423 -0.01 0.00 0.03
H 2.082220 -4.007257 2.393757 -0.03 -0.02 -0.02
H 4.436380 -3.435062 2.814523 0.00 0.00 -0.01
H 5.698661 -2.072050 1.183229 -0.01 0.01 0.01
H 4.589180 -1.244493 -0.861938 0.01 0.01 -0.01
H 2.222564 -1.810414 -1.303325 0.07 -0.05 0.05
C 4.318376 1.942832 -3.437372 -0.03 -0.10 0.00
N 3.364337 0.856007 -3.615171 0.03 0.11 -0.04
C 3.678102 -0.307396 -4.458956 -0.02 0.05 0.02
C 2.352667 -1.081102 -4.476005 -0.02 0.05 0.01
N 1.627883 -0.454020 -3.356972 -0.06 -0.18 0.03
C 2.203196 0.713505 -3.007141 0.03 0.04 0.07
S 1.518062 1.866785 -1.937347 -0.10 -0.04 -0.04
H 5.132094 1.634291 -2.780096 0.02 -0.01 0.00
H 3.815575 2.805215 -3.011581 -0.01 0.00 0.00
H 4.727716 2.208445 -4.409631 0.00 0.01 -0.01
H 4.492228 -0.877444 -4.008702 0.01 -0.01 0.03
H 3.992463 0.020470 -5.447310 0.00 -0.01 -0.01
H 2.485771 -2.145741 -4.306396 0.02 -0.02 0.00
H 1.809872 -0.936193 -5.409502 -0.01 0.01 0.00
H 0.631316 -0.560334 -3.260576 -0.01 0.07 -0.07
C 0.371393 5.248794 2.133784 0.08 0.02 0.12
As -0.728422 4.450297 0.799813 -0.10 -0.06 0.00
C 0.035416 4.755902 -0.921302 0.03 0.04 -0.09
C -2.423220 5.329509 0.843869 -0.07 0.04 -0.01
S -1.164164 2.378608 1.237912 0.04 -0.01 -0.09
H 0.247098 6.329129 2.056367 0.04 0.01 0.02
H 1.416652 4.987425 1.968285 -0.03 0.01 -0.02
H 0.027113 4.906035 3.107381 0.02 0.02 0.02
H -0.041546 5.823548 -1.127934 0.02 0.00 -0.02
H -0.524662 4.193100 -1.664692 0.02 0.02 -0.03
H 1.082560 4.462390 -0.923960 0.02 0.03 0.01
H -2.261005 6.402109 0.741445 -0.02 0.00 0.00
H -2.904021 5.116547 1.796244 -0.02 0.01 0.00
H -3.039213 4.964123 0.025298 -0.01 -0.01 0.01
O 7.057465 4.952239 0.269633 -0.07 0.07 0.00
C 6.274751 5.427787 1.344853 0.03 -0.06 -0.03
N 5.581580 4.272576 1.868736 -0.06 -0.05 0.05
C 4.266623 4.063704 1.665896 0.12 0.05 -0.04
O 3.499281 4.880914 1.182681 -0.08 -0.02 -0.07
C 3.735507 2.711321 2.060024 0.03 0.04 0.06
C 4.165871 1.949219 3.136734 0.06 -0.02 -0.01
C 3.544347 0.734280 3.384706 -0.01 -0.01 0.02
C 2.531262 0.313836 2.544254 -0.04 -0.03 -0.05
N 2.110142 1.051182 1.507860 -0.02 0.02 -0.04
C 2.694087 2.229627 1.289902 -0.09 -0.05 -0.02
H 7.661925 5.647366 -0.014012 0.03 -0.01 0.01
H 5.520499 6.145904 1.026805 -0.01 0.01 0.01
H 6.896376 5.862967 2.128597 0.03 -0.01 0.01
H 6.163955 3.486365 2.114052 0.00 0.04 0.03
H 4.957252 2.301565 3.787424 -0.01 0.00 0.01
H 3.833275 0.120308 4.226144 0.02 0.00 -0.01
H 2.026965 -0.632606 2.696076 -0.01 -0.01 -0.01
H 2.335560 2.829753 0.464061 0.02 -0.04 -0.01
```
Forces are in eV/Å.

Properties
Total charge: +3
Strongest force on any atom in eV Å⁻¹: 0.58
Spin multiplicity: 1
Relative energy (zero: lowest compared OMol25 entry of this formula, charge and spin) in kcal/mol: 29.2
DFT total energy in a.u.: -6305.2382